40
Properties=species:S:1:pos:R:3 method="wB97M-V/def2-TZVPD" gap_ev=8.18 molar_mass_g_mol=640.47
C 3.0108 -1.3061 -2.5084
C 3.3732 -2.5051 -1.6359
H 2.3017 -1.6177 -3.2801
H 3.9245 -0.9684 -3.0063
H 2.5994 -0.4471 -1.9811
H 2.5391 -2.9163 -1.0691
H 3.7604 -3.2989 -2.2859
H 4.1712 -2.2561 -0.9291
C -1.7903 1.1109 -1.8866
C -3.0088 1.7516 -2.1175
C -4.0924 1.4822 -1.2728
C -3.8707 0.6581 -0.1713
H -0.9027 1.3513 -2.4910
H -3.0786 2.4421 -2.9511
H -5.0722 1.9153 -1.4547
H -4.6484 0.4554 0.5494
N -1.6379 0.2131 -0.8883
C -2.6204 0.0644 0.0414
C -2.2868 -0.6534 1.2981
N -0.9917 -0.9936 1.4502
C -0.5516 -1.4793 2.6171
C -2.7900 -1.5491 3.4918
C -1.4329 -1.8252 3.6441
H 0.5293 -1.6024 2.7220
H -1.0440 -2.3127 4.5424
C -3.2209 -0.9233 2.3196
H -4.2555 -0.6361 2.1405
H -3.5263 -1.8039 4.2553
Hg 0.5970 -0.4076 -0.3717
C 2.2998 -1.1176 0.6711
H 2.2278 -2.2106 0.7711
H 2.3578 -0.6796 1.6685
H 3.1636 -0.7802 0.0931
F 2.8712 1.9948 0.8585
Te 1.7081 3.0728 -0.2167
F 1.1579 4.0651 1.3096
F 3.1145 4.3492 -0.3265
F 0.8357 4.2260 -1.4478
F 2.5011 2.1621 -1.7026
O 0.2687 1.9174 -0.1583